[1]
Density functional theory data (ωB97M-V with the def2-TZVPD basis set) for a molecular structure, C27H19BrGaN6O2S2Te.

Structure (XYZ):
```
59
Properties=species:S:1:pos:R:3:lowdin_charge:R:1
Ga -0.79965 -0.92508 -0.56743 0.271
Br -1.65538 -0.08060 -3.95017 0.809
C -1.94843 1.14599 -2.53476 -0.711
C -2.33760 2.42757 -2.84264 -0.075
C -2.33415 3.37375 -1.78558 0.005
C -1.97992 3.00732 -0.48539 0.031
C -1.70867 1.67531 -0.25289 -0.107
N -1.66042 0.73433 -1.29156 0.004
C -1.32608 1.14707 1.12186 -0.496
O -1.11807 1.89548 2.08171 0.096
O -1.07103 -0.15694 1.15776 -0.099
H -2.53891 2.73478 -3.90647 0.136
H -2.47974 4.47412 -2.02874 0.148
H -1.91143 3.73478 0.30507 0.133
N 0.08865 -3.64871 -2.59279 0.125
C 0.11747 -3.85380 -1.25954 -0.595
N -0.32625 -3.00984 -0.31940 -0.018
C -0.08930 -3.53511 0.98099 -0.282
C -0.43606 -2.96898 2.21768 -0.002
C -0.10765 -3.62853 3.42409 -0.051
C 0.62353 -4.80751 3.36705 -0.092
C 0.93681 -5.41807 2.17501 -0.083
C 0.50843 -4.81074 0.98905 -0.470
S 0.84792 -5.38351 -0.61996 1.109
H -0.26127 -2.81225 -3.05384 0.078
H 0.59422 -4.34269 -3.14372 0.115
H -0.99665 -2.02238 2.24770 0.100
H -0.36462 -3.24286 4.43253 0.125
H 0.96692 -5.27442 4.30365 0.121
H 1.46351 -6.33934 2.13301 0.104
Te -3.52952 -2.21626 -0.86346 0.820
C -5.15217 -0.88567 -0.72756 -1.007
C -5.46176 -0.04799 -1.82946 -0.294
C -6.65128 0.72564 -1.69037 -0.197
C -7.26465 0.47277 -0.47228 -0.438
S -6.42234 -0.68411 0.46419 0.925
H -4.78044 -0.05772 -2.69557 0.068
H -6.97770 1.42223 -2.45543 0.097
H -8.14356 0.97246 -0.03097 0.075
N 7.08315 5.42934 2.71723 0.180
C 6.22129 4.69175 2.35386 -0.172
C 5.32179 3.75249 1.82759 -0.204
C 4.08378 3.42134 2.37408 -0.007
C 3.28584 2.44620 1.80868 0.005
C 3.72172 1.83134 0.64330 -0.157
C 4.96793 2.11498 0.02891 0.009
C 5.76928 3.09346 0.60027 0.036
N 2.86110 0.93475 -0.07645 0.030
C 3.02111 0.55706 -1.44291 0.014
C 1.89241 -0.11650 -1.83096 -0.035
N 1.03351 -0.18631 -0.69288 0.028
C 1.67289 0.39347 0.32766 -0.041
H 3.75353 3.88947 3.30996 0.139
H 2.31436 2.20655 2.24882 0.124
H 5.22447 1.61667 -0.85761 0.085
H 6.69905 3.34732 0.13603 0.120
H 3.88822 0.83592 -1.99775 0.113
H 1.63094 -0.52679 -2.79404 0.107
H 1.24086 0.47700 1.31479 0.146
```

Output
Max |F| = 5.75 eV Å⁻¹
Multiplicity = 1
Orbital gap = 5.61 eV
Total charge = +1
Relative energy (zero: lowest compared OMol25 entry of this formula, charge and spin) = 18.03 kcal per mole
HOMO = -9.4 eV

[2]
Density functional theory data (ωB97M-V with the def2-TZVPD basis set) for a molecular structure, C22H11Co2NO9S.

Structure (XYZ):
```
46
Properties=species:S:1:pos:R:3:lowdin_charge:R:1
O 3.14559 2.14249 -0.44071 0.166
C 2.17259 1.67454 -0.02393 -0.083
Co 0.64249 1.04774 0.71781 0.090
C 0.01036 2.67047 1.07746 -0.055
O -0.34152 3.75022 1.30859 0.188
C -0.26255 0.67122 -0.75914 -0.114
O -0.79127 0.51297 -1.77697 0.162
C 0.95717 -0.24260 1.97162 -0.167
C -0.35001 0.14807 1.93370 -0.152
C -1.62042 0.10212 2.36604 0.137
C -2.70162 -0.31521 1.50927 -0.173
C -4.02649 0.14935 1.72111 0.028
C -5.04808 -0.22185 0.85649 -0.042
C -4.79826 -1.14087 -0.18060 -0.027
C -3.50223 -1.64002 -0.37167 -0.042
C -2.45581 -1.18955 0.42630 -0.013
Co 1.70578 -1.46308 0.56645 0.077
C 3.37032 -1.11723 0.15400 -0.153
O 4.47975 -0.91979 -0.11917 0.125
C 1.02180 -2.17212 -0.88660 -0.173
O 0.59421 -2.69058 -1.83040 0.117
C 1.76915 -2.84948 1.61668 -0.144
O 1.73353 -3.72371 2.37562 0.145
H 1.53791 -0.23788 2.90219 0.110
H -1.87203 0.53745 3.39120 0.085
H -4.19317 0.84050 2.55636 0.116
H -6.04309 0.20513 1.00336 0.118
H -5.62038 -1.47970 -0.81216 0.116
H -3.28141 -2.38490 -1.13584 0.118
H -1.42520 -1.52654 0.27204 0.097
C -1.37296 1.72814 9.41623 -0.065
C -0.79815 1.13852 8.28670 -0.004
C -1.36226 1.37822 7.03309 -0.141
C -2.47067 2.19182 6.92245 -0.225
C -3.06881 2.79671 8.02148 -0.035
C -2.50711 2.55722 9.28459 -0.065
S -2.99005 2.32022 5.22949 0.631
O -4.28681 1.71921 5.03679 -0.318
O -2.77053 3.67202 4.77772 -0.306
N -1.79693 1.31154 4.75837 -0.128
C -0.92840 0.83843 5.71217 -0.486
O 0.03934 0.10123 5.50538 0.035
H -0.94776 1.53340 10.40504 0.105
H 0.06931 0.48068 8.33469 0.121
H -3.93848 3.43245 7.86958 0.120
H -2.94881 3.01662 10.16793 0.103
```

Output
Max |F| = 4.22 eV Å⁻¹
Multiplicity = 1
Orbital gap = 5.78 eV
Total charge = 0
Relative energy (zero: lowest compared OMol25 entry of this formula, charge and spin) = 0.00 kcal per mole
HOMO = -8.9 eV

[3]
Density functional theory data (ωB97M-V with the def2-TZVPD basis set) for a molecular structure, C31H27BeF3O3PS.

Structure (XYZ):
```
67
Properties=species:S:1:pos:R:3:lowdin_charge:R:1
Be 8.69492 10.76142 9.26615 -0.101
O 11.73317 9.87140 9.52786 -0.285
S 10.72945 9.50395 10.49603 0.545
O 10.93070 8.30518 11.24766 -0.305
O 9.36554 9.50072 9.81197 -0.337
C 10.61646 10.60747 11.98689 -0.194
C 11.82368 10.39912 12.78514 -0.022
C 11.87197 11.01660 14.06722 -0.087
C 10.85892 11.88801 14.45193 -0.111
C 9.79277 12.22054 13.61776 -0.078
C 9.65033 11.53074 12.37318 -0.318
P 8.19734 11.81511 11.36908 1.124
C 7.53670 13.47690 11.55320 -0.349
C 8.51850 14.44878 11.47563 -0.128
C 8.19413 15.78758 11.46518 -0.097
C 6.85622 16.18927 11.57133 -0.112
C 5.83439 15.25778 11.59631 -0.098
C 6.21595 13.90782 11.56576 -0.083
C 7.00992 10.57516 12.08256 -0.290
C 6.41821 10.79262 13.32719 -0.104
C 5.70500 9.79955 13.96736 -0.110
C 5.31614 8.65159 13.33317 -0.098
C 5.81088 8.48354 12.05068 -0.077
C 6.73117 9.35090 11.46098 -0.063
H 12.58433 9.75835 12.32064 0.109
H 12.50382 10.73529 14.90269 0.094
H 11.03051 12.30461 15.49888 0.119
H 9.03783 12.88157 13.99286 0.095
H 9.56557 14.18090 11.39113 0.106
H 8.95103 16.54724 11.31177 0.096
H 6.63863 17.33418 11.63198 0.129
H 4.77851 15.56708 11.64956 0.106
H 5.39991 13.12990 11.67176 0.125
H 6.53355 11.76137 13.76141 0.091
H 5.40465 10.00677 14.97582 0.093
H 4.74242 7.94002 13.87853 0.092
H 5.51774 7.53981 11.55669 0.111
H 7.15505 9.05630 10.51818 0.073
F 13.65270 18.30874 7.19608 0.086
C 13.43998 17.33665 6.22983 -0.448
F 13.06243 17.98711 5.03443 0.076
F 14.74498 16.78100 6.01593 0.043
C 12.58860 16.25984 6.62281 -0.162
C 11.77990 16.47760 7.80086 -0.011
C 10.88323 15.57547 8.37590 -0.006
C 10.80103 14.25547 7.80042 -0.226
C 11.68197 14.01389 6.66117 -0.007
C 12.58540 14.94767 6.13306 -0.025
C 10.06522 13.24350 8.41468 -0.092
C 9.38021 12.30840 8.87213 0.002
H 11.94794 17.38918 8.30623 0.089
H 10.26104 15.83405 9.24692 0.098
H 11.77513 12.94551 6.35238 0.124
H 13.23234 14.74539 5.24170 0.131
C 6.85353 12.33744 6.22509 -0.112
C 7.33259 10.98728 6.71816 -0.464
C 6.43151 9.86714 6.09683 -0.144
C 7.15799 10.61165 8.27785 -0.186
H 7.21826 12.42663 5.13911 0.091
H 7.28771 13.20794 6.73124 0.060
H 5.77237 12.42360 6.24021 0.061
H 8.39230 10.83326 6.46690 0.108
H 6.72474 8.78329 6.30165 0.084
H 6.58381 9.94098 5.02359 0.044
H 5.35477 9.95277 6.37444 0.078
H 6.65980 9.65872 8.46902 0.022
H 6.74366 11.45906 8.83113 0.025
```

Output
Max |F| = 4.77 eV Å⁻¹
Multiplicity = 1
Orbital gap = 7.05 eV
Total charge = -1
Relative energy (zero: lowest compared OMol25 entry of this formula, charge and spin) = 0.00 kcal per mole
HOMO = -4.5 eV

[4]
Density functional theory data (ωB97M-V with the def2-TZVPD basis set) for a molecular structure, C26H24AsN3O2PtS2.

Structure (XYZ):
```
59
Properties=species:S:1:pos:R:3:lowdin_charge:R:1
Pt -0.28648 0.32248 -0.02882 0.514
N -2.04445 -0.49273 0.78541 -0.113
N -2.81058 -1.22380 -0.14461 -0.033
C -2.57086 -1.09544 -1.46053 -0.809
N -3.39431 -1.77513 -2.28150 0.096
S -1.33124 -0.13205 -2.08516 0.664
H -1.75623 -1.08233 1.57156 0.072
H -2.57466 0.28906 1.18095 0.117
H -3.58373 -1.76137 0.21337 0.161
H -4.01699 -2.48616 -1.93937 0.110
H -3.18831 -1.76321 -3.26455 0.098
O -1.57118 0.14455 3.47570 -0.002
C -0.68456 0.83535 2.95715 -0.720
O -0.85396 1.66045 1.99656 -0.156
C 0.74113 0.65598 3.41591 -0.190
C 1.24255 1.39044 4.48211 -0.034
C 2.56242 1.24382 4.88826 -0.094
C 3.38910 0.35010 4.22167 -0.099
C 2.89596 -0.38703 3.15397 -0.128
C 1.57191 -0.24283 2.73860 -0.595
S 0.97289 -1.22299 1.38374 0.577
H 0.58708 2.08081 5.00037 0.119
H 2.94012 1.82190 5.72236 0.096
H 4.41999 0.22347 4.53008 0.096
H 3.53725 -1.08322 2.62580 0.093
C 3.13779 5.31791 0.99079 -0.082
C 2.15889 4.58468 1.64224 -0.065
C 1.72255 3.37124 1.12031 -0.075
C 2.28446 2.90099 -0.05809 -0.357
C 3.26268 3.63892 -0.72354 -0.111
C 3.68962 4.84663 -0.19762 -0.082
As 1.75343 1.20059 -0.79348 1.172
C 3.35071 0.13207 -0.66396 -0.397
C 3.36693 -1.11903 -1.27662 -0.138
C 4.49068 -1.92159 -1.18507 -0.076
C 5.59811 -1.48493 -0.46481 -0.081
C 5.57284 -0.25057 0.16356 -0.077
C 4.44622 0.56015 0.06883 -0.094
C 1.66849 1.61785 -2.69434 -0.379
C 0.55433 2.31885 -3.14873 -0.165
C 0.44865 2.67582 -4.48394 -0.079
C 1.45554 2.33258 -5.37724 -0.084
C 2.56964 1.63925 -4.92885 -0.079
C 2.67988 1.28677 -3.58909 -0.098
H 3.47228 6.26151 1.40302 0.102
H 1.72448 4.95164 2.56339 0.108
H 0.94385 2.80085 1.61901 0.073
H 3.69043 3.27361 -1.65023 0.104
H 4.44997 5.42045 -0.71233 0.103
H 2.49175 -1.47211 -1.81011 0.109
H 4.49975 -2.89368 -1.66145 0.105
H 6.47455 -2.11587 -0.38670 0.103
H 6.42452 0.08538 0.74074 0.105
H 4.42905 1.51444 0.57818 0.103
H -0.23566 2.58424 -2.45518 0.082
H -0.42063 3.22202 -4.82763 0.106
H 1.37177 2.60933 -6.42050 0.103
H 3.35936 1.37360 -5.62037 0.104
H 3.55799 0.75412 -3.24711 0.098
```

Output
Max |F| = 1.27 eV Å⁻¹
Multiplicity = 1
Orbital gap = 6.66 eV
Total charge = 0
Relative energy (zero: lowest compared OMol25 entry of this formula, charge and spin) = 0.00 kcal per mole
HOMO = -6.9 eV

Which of these has the highest max |F|? C27H19BrGaN6O2S2Te

multiplicity of number 4 (C26H24AsN3O2PtS2)? 1